(1)
49
Properties=species:S:1:pos:R:3:lowdin_spin:R:1 method="wB97M-V/def2-TZVPD" multiplicity=6 energy_ev=-98851.906 total_charge=+2 e_homo_ev="-15.70 / -15.57" gap_ha="0.23868 / 0.20479"
C 0.5182 3.1053 -1.9010 0.0707
C 0.2467 1.7002 -1.5194 0.1555
H 0.3871 3.2209 -2.9813 0.0028
H 1.5398 3.3867 -1.6344 -0.0008
H -0.1680 3.7827 -1.3853 -0.0008
O -0.0748 0.7940 -2.2525 0.4175
I 0.4394 -0.1890 2.6817 0.3579
Fe 0.4579 1.2755 0.6586 3.5698
P -1.8851 1.5038 0.7166 0.0068
C -3.0937 0.1919 0.3370 0.0010
C -2.3195 1.9685 2.4378 0.0064
H -3.2913 2.4805 2.4371 -0.0011
H -3.6166 3.0314 0.0193 0.0002
H -1.5492 2.6416 2.8326 -0.0002
H -2.0011 3.7948 -0.0576 -0.0001
H -2.9043 -0.6972 0.9493 0.0001
H -2.3751 1.0673 3.0619 0.0049
C -2.5647 2.8777 -0.2567 0.0031
H -4.1118 0.5614 0.5360 -0.0003
H -2.5043 2.6357 -1.3231 0.0001
H -3.0098 -0.0793 -0.7224 0.0000
P 2.5841 0.4617 0.0663 0.0060
C 2.8920 -1.2388 -0.5096 0.0008
C 3.5096 1.4432 -1.1475 0.0036
H 3.4018 1.4787 2.1119 -0.0002
H 4.7011 0.5976 1.2442 -0.0013
H 3.4772 -0.3112 2.1943 0.0053
C 3.6490 0.5659 1.5571 0.0063
H 3.4846 2.5015 -0.8661 -0.0001
H 4.5528 1.0994 -1.1699 0.0003
H 3.9687 -1.3878 -0.6827 -0.0005
H 2.3418 -1.4031 -1.4430 0.0000
H 3.0661 1.3185 -2.1414 0.0001
H 2.5384 -1.9566 0.2396 0.0004
Cl 1.0156 3.2568 1.3501 0.3435
C -1.1505 -3.1232 1.4290 0.0054
P -0.7805 -2.7611 -0.3096 0.0027
C 0.4817 -3.9349 -0.8629 0.0006
C -2.2999 -3.0248 -1.2629 0.0007
O -0.2855 -1.3432 -0.4870 0.0277
H -1.8577 -2.3801 1.8216 0.0018
H -0.2265 -3.0506 2.0107 0.0031
H -1.5815 -4.1257 1.5022 0.0000
H 0.0713 -4.9507 -0.8662 0.0002
H 0.8346 -3.6656 -1.8621 0.0000
H 1.3392 -3.9008 -0.1820 0.0000
H -3.1167 -2.4295 -0.8430 0.0000
H -2.1523 -2.7078 -2.2974 0.0000
H -2.5785 -4.0825 -1.2278 0.0002


(2)
70
Properties=species:S:1:pos:R:3:lowdin_charge:R:1 method="wB97M-V/def2-TZVPD" multiplicity=1 energy_ev=-201002.712 e_homo_ev=-4.88 gap_ha=0.03568
N -3.9805 -2.4078 -1.4070 -0.0250
C -4.0731 -1.2210 -0.5158 -0.2564
C -2.6772 -0.5438 -0.1978 -0.2760
C -2.0403 -0.9566 1.2140 -0.2933
C -1.5880 0.2069 2.0770 -0.5639
P -0.6458 -0.7510 3.4494 0.9895
P 1.2346 -1.3249 2.5539 0.2791
O 1.1249 -1.6412 1.1157 -0.3307
O 1.7031 -2.5915 3.3778 -0.1359
O 2.3857 -0.1871 2.7139 -0.1803
C -0.5550 1.2374 1.5323 -0.2182
C -0.0291 1.1296 0.0974 -0.1563
O -0.6971 2.1201 -0.6487 -0.0975
C -0.4435 2.0726 -2.0423 -0.2233
O 0.7021 1.3519 -2.3530 -0.1161
C 1.3571 1.8196 -3.5189 -0.1547
C 2.6697 2.5420 -3.1208 -0.1946
O 2.5432 3.1156 -1.8217 -0.0590
N -1.2441 2.5468 1.9015 0.1709
C -1.8566 2.2219 3.0828 -0.4509
N -1.8094 2.8634 4.2443 0.2165
N -2.5638 1.0160 2.8655 -0.2346
P -4.1549 1.2320 2.2659 0.4288
S -4.3505 2.4827 0.7963 0.2477
H -3.4985 -2.1557 -2.2607 0.0570
H -3.5324 -3.1903 -0.9216 -0.0087
H -4.6484 -0.4921 -1.0726 0.0790
H -4.6259 -1.4820 0.3788 0.0974
H -2.6749 0.5366 -0.3037 0.0562
H -1.9751 -0.9092 -1.0142 -0.0113
H -2.8164 -1.4850 1.7659 0.1073
H -1.2178 -1.7376 1.0736 -0.0223
H -0.2818 0.2410 4.3941 -0.0607
H 2.5253 -2.9297 2.9997 0.0996
H 2.6641 0.0069 1.8104 0.0658
H 0.3225 1.2775 2.1658 0.0930
H -0.1836 0.1309 -0.3133 0.1004
H 1.0459 1.2976 0.1292 0.1174
H -1.3251 1.6224 -2.5197 0.1387
H -0.4017 3.1046 -2.3867 0.1395
H 0.7266 2.5032 -4.0876 0.1205
H 1.5632 0.9817 -4.1783 0.1286
H 3.4296 1.7609 -3.0306 0.0891
H 2.9638 3.3058 -3.8282 0.1226
H 2.7368 2.4163 -1.2005 0.0675
H -0.4730 3.1785 2.1240 0.1591
H -2.6743 3.0173 4.7341 0.1242
H -0.9521 3.1475 4.6880 0.1288
H -4.8477 1.7614 3.3668 -0.0146
H -4.7210 -0.0305 2.0421 0.0022
C 7.0512 0.5930 -2.2443 -0.0374
N 6.6187 1.3058 -3.5018 -0.5933
O 7.5770 1.8573 -4.2550 -0.3767
O 5.4600 1.4362 -3.7238 -0.0220
H 8.1320 0.6424 -2.1821 0.1002
H 6.5852 1.1236 -1.4125 0.1008
H 6.7120 -0.4255 -2.2981 0.0224
O -4.4519 1.2873 -2.8096 -0.0683
H -5.3035 0.8579 -2.9402 0.0425
H -4.4955 1.6465 -1.9154 -0.0316
F 0.2007 -5.4706 4.0327 -0.1792
Al -0.6418 -5.3583 2.5660 -0.2188
F -1.1556 -3.7484 2.3024 -0.2147
F -1.9302 -6.3602 2.5592 -0.1309
F 0.4532 -5.8126 1.2797 -0.4113
Mg -1.6155 -2.5987 -0.5936 0.7782
Br 6.7733 -0.8299 -4.7960 0.2179
F -2.9634 -8.4054 1.0941 -0.8479
K 1.4541 -7.5533 0.6683 1.0086
Cl 7.2130 3.7589 -3.9497 0.5189


(3)
48
Properties=species:S:1:pos:R:3:lowdin_charge:R:1 method="wB97M-V/def2-TZVPD" multiplicity=1 energy_ev=-92180.468 total_charge=-2 e_homo_ev=0.80 gap_ha=0.17001
Br 0.0077 -0.0027 0.0247 1.0842
C -2.2546 -1.5433 1.1008 -0.1555
C -2.8776 -1.8415 -0.3191 -0.6210
C -4.1617 -2.7387 -0.0125 -0.1277
O -3.0809 -0.7345 -1.1837 -0.3841
H -2.9853 -0.9765 1.6779 0.0617
H -1.3416 -0.9556 1.0060 -0.1080
H -1.9770 -2.4477 1.6422 0.0395
H -2.2175 -2.4884 -0.8969 0.0553
H -3.8839 -3.6091 0.5819 0.0294
H -4.5640 -3.0600 -0.9732 0.0365
H -4.9567 -2.1978 0.5010 0.0360
C 2.2890 0.8714 -2.3978 -0.0932
C 2.1113 -0.6038 -2.5456 -0.5099
C 3.0834 -1.4791 -1.7487 -0.0674
O 0.7288 -0.8576 -2.3062 -0.1613
H 3.3143 1.2228 -2.2818 0.0705
H 1.7470 1.0404 -1.4673 0.0109
H 1.8370 1.3680 -3.2564 0.0821
H 2.4117 -0.7674 -3.5805 0.1119
H 2.9651 -1.3986 -0.6681 0.0655
H 4.1276 -1.2362 -1.9458 0.0571
H 2.8363 -2.5085 -2.0082 0.0686
H 0.4537 -0.5476 -1.4402 -0.2227
C -0.3069 3.8172 2.0236 -0.0854
C -0.3492 3.4228 0.5589 -0.4442
C 1.0190 3.3992 -0.1635 -0.0676
O -0.8803 2.1095 0.5231 -0.2131
H -0.0935 4.8751 2.1766 0.0557
H 0.4364 3.4125 2.7105 0.0320
H -1.2868 3.7362 2.4941 0.0781
H -0.9724 4.1106 -0.0127 0.1180
H 0.8658 2.7418 -1.0193 0.0589
H 1.7866 2.9579 0.4723 0.0535
H 1.4123 4.3317 -0.5683 0.0604
H -0.1913 1.4672 0.3379 -0.2948
C -0.3075 -3.6355 -0.2263 -0.1664
O -0.0505 -2.3973 -0.8865 -0.2504
H 0.3067 -4.4904 -0.5091 0.0519
H -0.1135 -3.5560 0.8434 0.0728
H -1.3254 -3.8683 -0.5391 0.0631
H -0.0183 -1.8540 -0.0956 -0.1119
C 0.9641 1.1738 2.7597 -0.1538
O 1.6963 1.5528 1.5610 -0.2559
H 1.5926 0.6326 3.4669 0.0609
H 0.6255 2.0762 3.2688 0.0380
H 0.1462 0.5143 2.4695 0.0476
H 1.4321 0.9621 0.8518 -0.1058


(4)
62
Properties=species:S:1:pos:R:3:lowdin_charge:R:1 method="wB97M-V/def2-TZVPD" multiplicity=1 energy_ev=-89798.481 e_homo_ev=-9.37 gap_ha=0.28819
C -6.4974 2.4222 -3.6854 -0.1166
C -6.0357 1.9256 -2.3211 -0.2289
C -4.8007 0.9909 -2.3937 -0.2242
O -3.5909 1.7098 -2.1455 -0.2268
C -3.2798 1.6611 -0.7588 -0.3221
Si -1.7067 2.6720 -0.4287 0.6119
O -0.7453 1.7371 0.6096 -0.4321
Si 0.8608 2.0928 0.6983 0.5166
S 1.2988 3.9772 1.7666 0.5732
O 2.6530 4.3492 1.4436 -0.3386
O 0.4328 5.0373 1.3181 -0.3405
C 1.0621 3.8783 3.6148 -0.7043
F 0.8408 5.1181 4.0421 0.1446
F 2.1496 3.4385 4.2431 0.1421
F 0.0155 3.1229 3.9404 0.1405
H -5.7615 3.0783 -4.1565 0.0755
H -6.7463 1.6201 -4.3836 0.0696
H -7.4047 3.0215 -3.5513 0.0663
H -6.8136 1.3646 -1.7934 0.1041
H -5.7449 2.7556 -1.6711 0.1058
H -4.7419 0.4581 -3.3451 0.1223
H -4.9208 0.2513 -1.5935 0.1088
H -4.1098 1.9664 -0.1061 0.0886
H -3.0516 0.6176 -0.4746 0.0811
H -1.0350 3.0809 -1.6715 -0.0052
H -2.1212 3.8951 0.2856 -0.0153
H 1.5020 2.2131 -0.6206 0.0031
H 1.5070 0.9338 1.3359 -0.0123
C 7.3012 1.1620 0.7803 -0.1081
O 6.2498 0.1615 0.7240 -0.2275
P 5.4132 -0.0769 -0.7153 0.6025
O 4.0463 -0.2657 -0.1693 -0.2568
O 6.1796 -1.5090 -0.9485 -0.2794
C 7.5985 -1.5172 -1.0970 -0.1136
O 5.1011 0.1043 -2.3323 -0.2737
C 4.4715 -0.9866 -2.9977 -0.1101
H 7.1505 1.7716 1.6691 0.0874
H 8.2700 0.6663 0.8516 0.0803
H 7.2974 1.8139 -0.0924 0.0824
H 8.0641 -1.7966 -0.1503 0.0886
H 7.9832 -0.5447 -1.4155 0.0815
H 7.8626 -2.2575 -1.8499 0.0891
H 3.5553 -1.2789 -2.4863 0.0874
H 5.1456 -1.8372 -3.0803 0.0831
H 4.2256 -0.6431 -4.0013 0.0920
C 0.2235 -3.0975 1.5789 -0.1043
O -1.0187 -2.3708 1.3593 -0.2285
P -2.3527 -3.2699 0.8797 0.5865
O -2.9423 -2.3322 -0.1086 -0.2474
O -3.0654 -3.1077 2.3463 -0.2717
C -2.4031 -3.6277 3.4983 -0.1129
O -3.1435 -4.6792 0.5214 -0.2708
C -4.5613 -4.6759 0.6574 -0.1114
H 1.0272 -2.5824 1.0554 0.0861
H 0.4491 -3.1173 2.6455 0.0821
H 0.1559 -4.1194 1.2052 0.0800
H -1.8914 -2.8186 4.0224 0.0898
H -1.6790 -4.4048 3.2393 0.0799
H -3.1508 -4.0581 4.1619 0.0887
H -5.0051 -3.8591 0.0900 0.0881
H -4.8544 -4.6116 1.7040 0.0831
H -4.9182 -5.6238 0.2573 0.0906


Copy entry 3 word for word.
48
Properties=species:S:1:pos:R:3:lowdin_charge:R:1 method="wB97M-V/def2-TZVPD" multiplicity=1 energy_ev=-92180.468 total_charge=-2 e_homo_ev=0.80 gap_ha=0.17001
Br 0.0077 -0.0027 0.0247 1.0842
C -2.2546 -1.5433 1.1008 -0.1555
C -2.8776 -1.8415 -0.3191 -0.6210
C -4.1617 -2.7387 -0.0125 -0.1277
O -3.0809 -0.7345 -1.1837 -0.3841
H -2.9853 -0.9765 1.6779 0.0617
H -1.3416 -0.9556 1.0060 -0.1080
H -1.9770 -2.4477 1.6422 0.0395
H -2.2175 -2.4884 -0.8969 0.0553
H -3.8839 -3.6091 0.5819 0.0294
H -4.5640 -3.0600 -0.9732 0.0365
H -4.9567 -2.1978 0.5010 0.0360
C 2.2890 0.8714 -2.3978 -0.0932
C 2.1113 -0.6038 -2.5456 -0.5099
C 3.0834 -1.4791 -1.7487 -0.0674
O 0.7288 -0.8576 -2.3062 -0.1613
H 3.3143 1.2228 -2.2818 0.0705
H 1.7470 1.0404 -1.4673 0.0109
H 1.8370 1.3680 -3.2564 0.0821
H 2.4117 -0.7674 -3.5805 0.1119
H 2.9651 -1.3986 -0.6681 0.0655
H 4.1276 -1.2362 -1.9458 0.0571
H 2.8363 -2.5085 -2.0082 0.0686
H 0.4537 -0.5476 -1.4402 -0.2227
C -0.3069 3.8172 2.0236 -0.0854
C -0.3492 3.4228 0.5589 -0.4442
C 1.0190 3.3992 -0.1635 -0.0676
O -0.8803 2.1095 0.5231 -0.2131
H -0.0935 4.8751 2.1766 0.0557
H 0.4364 3.4125 2.7105 0.0320
H -1.2868 3.7362 2.4941 0.0781
H -0.9724 4.1106 -0.0127 0.1180
H 0.8658 2.7418 -1.0193 0.0589
H 1.7866 2.9579 0.4723 0.0535
H 1.4123 4.3317 -0.5683 0.0604
H -0.1913 1.4672 0.3379 -0.2948
C -0.3075 -3.6355 -0.2263 -0.1664
O -0.0505 -2.3973 -0.8865 -0.2504
H 0.3067 -4.4904 -0.5091 0.0519
H -0.1135 -3.5560 0.8434 0.0728
H -1.3254 -3.8683 -0.5391 0.0631
H -0.0183 -1.8540 -0.0956 -0.1119
C 0.9641 1.1738 2.7597 -0.1538
O 1.6963 1.5528 1.5610 -0.2559
H 1.5926 0.6326 3.4669 0.0609
H 0.6255 2.0762 3.2688 0.0380
H 0.1462 0.5143 2.4695 0.0476
H 1.4321 0.9621 0.8518 -0.1058